# 1
Computed, not measured: a cluster of 5 separate species, C9H17Cl12FNO3S in total in a non-equilibrium geometry, with the ωB97M-V functional and the def2-TZVPD basis.

```
! wB97M-V def2-TZVPD RIJCOSX def2/J DEFGRID3
* xyz 1 1
N 2.014 0.876 -0.619
H 3.932 1.959 0.689
C -3.933 -3.604 -1.170
S 1.673 -0.157 -2.002
H -2.773 -0.630 3.080
Cl -6.432 -6.402 3.344
Cl -2.213 -3.472 -1.560
H 2.914 2.153 -2.133
Cl -0.682 -0.851 4.106
Cl -4.194 3.580 0.467
C 5.675 0.299 -0.499
Cl -7.795 -4.450 1.680
H 2.719 0.389 -0.051
H -2.929 5.173 -0.687
H 4.932 1.175 -2.361
O 1.142 0.661 -3.018
Cl -4.259 -2.942 0.432
H 5.968 0.708 0.467
H 6.517 1.671 -1.883
O 5.084 2.668 -0.897
Cl -1.339 4.081 0.654
C -1.751 -0.469 2.761
Cl -4.467 -5.280 -1.278
Cl -1.582 1.233 2.294
H 0.182 0.179 0.236
Cl -8.112 -7.287 1.147
C 0.800 1.073 0.245
C -2.934 4.800 0.329
F 3.102 -0.606 -2.276
H 1.889 2.938 -0.977
C 2.664 2.185 -1.077
C -7.015 -6.033 1.720
Cl -1.429 -1.524 1.382
Cl -3.229 6.145 1.416
O 0.908 -1.250 -1.548
C 3.878 2.589 -0.212
H 6.442 -0.397 -0.826
H 0.185 1.901 -0.089
H -6.162 -6.002 1.056
H 3.674 3.591 0.158
C 5.528 1.456 -1.487
H 4.755 -0.281 -0.386
H 1.143 1.182 1.268
H -4.488 -3.025 -1.895
*
```

Its LUMO energy is -0.111 Eh. The calculation puts the total energy at -181054.08968 eV. The molecular weight is 663.7 Da. As for the frontier orbital gap: 9.35 eV. As for the strongest force on any atom: 0.0579 hartree/bohr.

***

# 2
Computed, not measured: a structure of composition C9H17ClEuNOP in a non-equilibrium geometry, with the ωB97M-V functional and the def2-TZVPD basis.

```
! wB97M-V def2-TZVPD RIJCOSX def2/J DEFGRID3
* xyz 1 7
H 0.666 2.962 0.092
H 0.732 -1.745 2.777
P -0.490 -0.721 -2.408
C 0.895 0.661 5.257
C -0.644 0.793 -3.421
C 0.118 1.476 3.122
C 0.474 1.722 4.457
H -0.904 -1.122 -0.743
O 2.472 -1.438 -0.170
H 0.808 -2.535 -3.047
H -0.175 2.307 2.460
C 0.989 -0.642 4.700
H -0.893 0.449 -4.439
C -2.040 -1.475 -3.004
Cl 0.372 3.358 4.972
Eu -0.368 0.721 0.223
H -2.218 0.198 -0.361
H 1.173 0.936 6.280
N 0.188 0.221 2.650
C 0.667 -0.815 3.361
H 0.699 2.808 -0.650
H -1.998 -1.452 -4.110
H -1.444 1.437 -3.038
C 1.789 -0.504 -0.239
H 1.604 -0.989 -3.467
H 0.195 -1.547 -4.431
H -2.056 -2.498 -2.600
C 0.665 -1.539 -3.454
H 0.295 1.361 -3.439
H 1.320 -1.494 5.285
H -2.891 -0.898 -2.613
*
```

As for the expectation value of S²: 12.194. Its LUMO energy (spin up / spin down) is -0.158 / -0.131 Eh. The calculation puts the total energy at -54273.73393 eV. The molecular weight is 373.6 Da. As for the frontier orbital gap (spin up / spin down): 5.09 / 5.82 eV. As for the strongest force on any atom: 0.0718 hartree/bohr.

***

# 3
Computed, not measured: a structure of composition C9H17ClInNO in a non-equilibrium geometry, with the ωB97M-V functional and the def2-TZVPD basis.

```
! wB97M-V def2-TZVPD RIJCOSX def2/J DEFGRID3
* xyz 3 2
H 1.847 -1.034 1.681
Cl 0.844 3.526 -0.187
C 1.037 0.851 -0.868
H 2.825 -1.703 0.368
H -2.530 0.806 -1.461
H 0.429 0.984 -1.779
H 1.813 -1.246 -2.263
C -2.477 -0.224 1.426
H -3.284 0.508 1.267
In 4.596 0.613 1.704
C -1.410 0.073 0.286
H 2.911 0.068 0.761
H -1.611 2.203 -0.161
H -3.045 -0.772 -0.878
C -1.019 1.577 0.519
C 1.168 -1.655 -1.471
N -0.267 -0.875 0.512
H 1.607 -2.573 -1.055
H -2.932 -1.216 1.292
C 0.953 -0.608 -0.322
O -0.595 -1.996 0.508
H -1.568 -0.666 -1.852
H 2.080 1.089 -1.120
C 0.549 1.841 0.269
H 1.080 1.619 1.207
H -1.999 -0.095 2.407
C 2.228 -0.830 0.663
H -1.287 1.852 1.552
H 0.214 -1.964 -1.926
C -2.157 -0.153 -1.080
*
```

As for the expectation value of S²: 0.754. Its LUMO energy (spin up / spin down) is -0.501 / -0.618 Eh. The calculation puts the total energy at -30804.94689 eV. The molecular weight is 305.5 Da. As for the frontier orbital gap (spin up / spin down): 8.29 / 5.10 eV. As for the strongest force on any atom: 0.1129 hartree/bohr.

***

# 4
Computed, not measured: a cluster of 2 separate species, C9H17FN3O5S in total in a non-equilibrium geometry, with the ωB97M-V functional and the def2-TZVPD basis.

```
! wB97M-V def2-TZVPD RIJCOSX def2/J DEFGRID3
* xyz 1 1
N -0.808 2.423 -1.208
O -2.800 -4.089 0.670
H -2.151 0.610 1.117
H -1.041 1.858 1.366
C -2.689 -2.760 0.725
H -2.276 0.340 -2.058
C 0.594 2.854 -1.046
H 0.896 2.721 1.065
H -1.037 -4.935 1.293
C -2.003 -4.654 1.714
H 2.856 -1.117 -0.247
O -2.100 -2.363 1.870
C 3.490 -0.772 -1.065
O 3.634 1.452 -0.269
H -1.037 -3.455 3.289
H -2.817 -3.572 3.393
N -1.685 1.420 0.721
H -1.278 2.754 -3.453
H 1.124 1.171 0.259
H 3.004 3.429 -0.445
H -2.070 -0.493 -0.634
C 1.299 2.248 0.164
C -1.388 1.350 -0.571
S -1.833 3.199 -2.307
H 3.147 2.753 1.164
O -3.062 -2.007 -0.129
H 3.309 -1.347 -1.967
H 4.517 -0.900 -0.726
H 0.582 3.940 -0.938
H 1.132 2.616 -1.961
N -1.677 0.229 -1.246
C 2.804 2.538 0.157
F -2.611 -5.748 2.192
C -1.960 -3.517 2.722
O 2.716 1.145 -2.298
C 3.219 0.678 -1.311
*
```

Its LUMO energy is -0.131 Eh. The calculation puts the total energy at -37862.99529 eV. The molecular weight is 298.3 Da. As for the frontier orbital gap: 9.37 eV. As for the strongest force on any atom: 0.0309 hartree/bohr.

***

# 5
Computed, not measured: a structure of composition C9H17GdN2 in a non-equilibrium geometry, with the ωB97M-V functional and the def2-TZVPD basis.

```
! wB97M-V def2-TZVPD RIJCOSX def2/J DEFGRID3
* xyz 2 8
H 1.730 -0.111 3.339
Gd -0.203 0.127 -0.970
C 0.996 -0.542 2.650
H -0.434 1.101 3.065
C 0.118 -1.784 -2.116
H -1.005 2.574 0.253
C 1.356 -1.655 -1.328
H -0.952 2.485 -1.699
H -2.715 0.604 0.259
H -0.777 -0.539 3.716
H -2.223 0.093 1.933
C 2.006 -0.383 -1.675
H -2.637 0.487 -1.669
H 2.935 0.032 -1.217
C -2.289 0.984 -0.704
C 1.193 0.315 -2.684
H 1.684 -2.370 -0.521
H 1.052 -1.626 2.508
N 1.751 0.037 1.402
C -0.369 0.013 2.901
H 1.364 1.327 -3.095
C 0.008 -0.565 -3.002
H -0.957 -0.177 1.001
H 1.389 0.973 1.521
H 1.166 -0.207 0.568
C -1.333 2.084 -0.708
H -0.881 -0.264 -3.593
N -1.330 -0.417 1.917
H -0.642 -2.597 -2.053
*
```

As for the expectation value of S²: 15.958. Its LUMO energy (spin up / spin down) is -0.371 / -0.359 Eh. The calculation puts the total energy at -33398.12841 eV. Its energy above the lowest of the compared OMol25 structures with the same formula, charge and spin is 78.7 kcal per mole. The molecular weight is 310.5 Da. As for the frontier orbital gap (spin up / spin down): 7.28 / 7.59 eV. As for the strongest force on any atom: 0.1138 hartree/bohr.

***

# 6
Computed, not measured: a structure of composition C9H17GdN2 in a non-equilibrium geometry, with the ωB97M-V functional and the def2-TZVPD basis.

```
! wB97M-V def2-TZVPD RIJCOSX def2/J DEFGRID3
* xyz 2 8
C -1.504 2.259 -0.849
H -1.070 2.684 -1.773
C 0.023 -0.499 -2.947
H 1.478 1.212 -3.301
H -2.897 0.826 0.064
H -0.654 -0.214 4.103
N 1.303 0.090 1.331
H 1.620 1.053 1.509
H 0.936 -1.643 2.492
C -2.347 1.152 -0.831
C -0.423 -0.012 3.048
C 2.066 -0.428 -1.857
C 0.151 -1.701 -2.155
H 3.090 -0.153 -1.620
H -1.330 2.890 0.038
H 1.703 -0.250 3.374
H -2.378 0.048 2.109
C 1.227 0.283 -2.767
C 0.936 -0.561 2.658
H -0.797 -0.254 -3.633
H -2.592 0.574 -1.737
H -1.397 -1.349 1.671
Gd -0.058 0.216 -0.527
H -0.355 1.076 3.000
C 1.395 -1.640 -1.485
H 1.811 -2.415 -0.874
N -1.469 -0.403 2.126
H 2.122 -0.348 0.930
H -0.587 -2.491 -2.096
*
```

As for the expectation value of S²: 15.817. Its LUMO energy (spin up / spin down) is -0.297 / -0.409 Eh. The calculation puts the total energy at -33401.54209 eV. Its energy above the lowest of the compared OMol25 structures with the same formula, charge and spin is 0.0 kcal per mole. The molecular weight is 310.5 Da. As for the frontier orbital gap (spin up / spin down): 6.36 / 5.42 eV. As for the strongest force on any atom: 0.0585 hartree/bohr.

***

# 7
Computed, not measured: a cluster of 4 separate species, C9H17IN6OP in total in a non-equilibrium geometry, with the ωB97M-V functional and the def2-TZVPD basis.

```
! wB97M-V def2-TZVPD RIJCOSX def2/J DEFGRID3
* xyz 1 1
O -3.307 2.641 -2.177
C -4.267 2.565 -6.728
C 5.391 -3.342 4.764
H 2.314 -0.035 2.891
C -0.862 0.092 -0.391
C -1.148 0.416 1.925
H 2.134 -0.291 1.156
H -0.031 1.621 0.572
H 3.195 0.984 1.754
H -0.350 -1.893 -0.005
H -2.065 1.071 1.605
H 6.058 -4.196 4.607
C 3.984 -0.989 1.963
N -3.300 4.274 -8.487
H -5.318 2.771 -6.501
N 4.874 -1.738 1.981
N -1.162 0.839 -1.513
H -0.998 -2.005 2.009
H -3.718 2.605 -5.782
C 2.857 -0.041 1.940
H -0.765 0.436 3.031
P -2.933 0.931 -1.921
N -0.077 0.602 0.831
N 4.008 -3.585 6.995
H -0.423 1.360 -2.070
I -3.276 -0.351 -4.014
C -3.727 3.520 -7.711
C 4.618 -3.478 6.010
H -2.674 3.137 -1.547
N -1.229 -1.330 -0.002
C -1.601 -1.131 1.483
H 6.015 -2.442 4.771
H 4.737 -3.276 3.888
H -2.745 -1.280 1.765
H -4.210 1.534 -7.093
*
```

Its LUMO energy is -0.237 Eh. The calculation puts the total energy at -37974.90610 eV. Its energy above the lowest of the compared OMol25 structures with the same formula, charge and spin is 71.1 kcal per mole. The molecular weight is 383.2 Da. As for the frontier orbital gap: 6.60 eV. As for the strongest force on any atom: 0.1048 hartree/bohr.